C3H11N4 | the ωB97M-V functional and the def2-TZVPD basis

orbital gap = 3.74 eV
LUMO energy = -8.13 eV
max |F| = 7.85 eV/A

```
! wB97M-V def2-TZVPD RIJCOSX def2/J DEFGRID3
* xyz 1 1
C -1.790 0.094 -2.501
C -1.409 1.130 -1.734
N -0.172 1.298 -1.130
H -1.222 -0.818 -2.616
H -2.775 0.083 -2.951
H -2.090 1.968 -1.545
H 0.415 0.460 -1.107
H -0.246 1.588 -0.153
N 0.041 -1.514 0.745
C 1.206 -0.396 0.933
N 2.130 -0.948 1.769
N 0.711 0.859 1.516
H -0.646 -0.752 0.671
H 0.081 -1.827 -0.230
H 1.686 -1.056 2.679
H 2.251 -1.912 1.442
H 0.242 0.486 2.353
H 1.585 1.258 1.859
*
```

=====

C14H20MnN2O6 | the ωB97M-V functional and the def2-TZVPD basis

orbital gap (spin up / spin down) = 7.22 / 7.19 eV
LUMO energy (spin up / spin down) = -1.51 / -1.85 eV
max |F| = 1.28 eV/A

```
! wB97M-V def2-TZVPD RIJCOSX def2/J DEFGRID3
* xyz 0 6
Mn -0.102 -0.403 1.208
O -0.607 2.531 -1.508
C -0.651 1.772 -0.563
O -0.523 0.489 -0.615
C -0.741 2.367 0.865
C 0.670 2.364 1.507
C 0.640 3.050 2.875
C -0.022 2.039 3.798
C -0.784 1.080 2.990
O 1.103 1.059 1.714
C -1.645 1.578 1.877
C -2.562 0.432 1.308
O -3.651 0.711 0.857
O -2.057 -0.764 1.425
H -1.096 3.391 0.771
H 1.361 2.891 0.839
H 0.092 3.992 2.824
H 1.647 3.263 3.227
H -0.743 2.519 4.472
H 0.693 1.517 4.430
H -1.069 0.136 3.453
H -2.301 2.342 2.316
C -1.192 -3.319 -0.655
N -0.203 -2.669 -1.499
C -0.589 -2.440 -2.882
C 0.622 -2.065 -3.709
C 1.353 -0.925 -3.035
N 1.656 -1.270 -1.648
C 2.594 -0.373 -0.993
C 0.766 -1.954 -0.907
O 0.878 -1.993 0.363
H -1.990 -2.632 -0.367
H -0.713 -3.699 0.244
H -1.613 -4.155 -1.212
H -1.341 -1.644 -2.907
H -1.047 -3.354 -3.260
H 0.312 -1.771 -4.711
H 1.289 -2.927 -3.798
H 0.754 -0.008 -3.051
H 2.300 -0.724 -3.539
H 2.161 0.627 -0.881
H 3.489 -0.304 -1.610
H 2.860 -0.756 -0.014
*
```

=====

C16H12ClN3O7Re | the ωB97M-V functional and the def2-TZVPD basis

orbital gap (spin up / spin down) = 6.44 / 5.91 eV
LUMO energy (spin up / spin down) = -1.76 / -2.18 eV
max |F| = 7.65 eV/A

```
! wB97M-V def2-TZVPD RIJCOSX def2/J DEFGRID3
* xyz 0 4
C -3.476 -1.048 -2.019
C -2.519 -1.452 -3.033
C -1.725 -0.296 -3.388
H -2.531 -2.406 -3.538
C -2.155 0.806 -2.569
C -3.246 0.337 -1.731
H -3.830 0.947 -1.057
H -4.140 -1.706 -1.467
H -1.139 -0.174 -4.282
H -1.868 1.834 -2.730
Re -1.529 -0.752 -1.321
Cl 0.224 -2.487 -0.747
C 3.344 0.248 -1.179
C 2.621 1.386 -1.603
C 1.748 0.965 -2.694
H 2.804 2.420 -1.291
C 1.793 -0.458 -2.758
C 2.787 -0.908 -1.813
H 3.073 -1.934 -1.651
H 4.274 0.298 -0.586
H 1.065 1.582 -3.288
H 1.063 -1.092 -3.310
O 0.800 -1.137 5.919
N 1.236 -0.193 5.229
O 2.088 0.615 5.649
C 0.741 -0.040 3.884
C -0.303 -0.852 3.427
C -0.839 -0.605 2.174
C -0.172 0.289 1.282
O -0.117 0.147 0.019
C 0.670 1.299 1.874
C 1.242 1.027 3.112
N 1.171 2.350 1.020
O 2.242 2.890 1.374
O 0.517 2.688 0.022
N -2.064 -1.351 1.906
O -2.316 -2.320 2.633
O -2.867 -0.943 1.001
H -0.742 -1.613 4.063
H 2.073 1.638 3.469
*
```

=====

C4H3N | the ωB97M-V functional and the def2-TZVPD basis

orbital gap (spin up / spin down) = 8.30 / 8.30 eV
LUMO energy (spin up / spin down) = -2.11 / -2.11 eV
max |F| = 6.18 eV/A

```
! wB97M-V def2-TZVPD RIJCOSX def2/J DEFGRID3
* xyz 0 1
C 1.098 2.102 0.890
C 0.278 1.294 1.207
C -0.171 -0.826 0.363
C -0.613 -1.215 -0.923
N -0.662 -1.946 0.449
H 1.577 3.071 0.821
H -1.598 -0.905 -1.306
H 0.091 -1.575 -1.501
*
```

=====

C27H34N4O2 | the ωB97M-V functional and the def2-TZVPD basis

structure (SMILES) = Cc1cc(C)c(CN2CCC(n3nccc3NC(=O)CCOc3ccccc3)CC2)cc1C
orbital gap = 8.65 eV
LUMO energy = 0.53 eV
max |F| = 0.81 eV/A

```
! wB97M-V def2-TZVPD RIJCOSX def2/J DEFGRID3
* xyz 0 1
C -5.344 -2.345 0.866
C -4.523 -1.197 0.363
C -4.516 0.012 1.044
C -3.768 1.100 0.622
C -2.993 0.970 -0.532
C -3.003 -0.236 -1.216
C -3.753 -1.323 -0.794
C -3.730 -2.607 -1.568
H -3.053 -2.534 -2.415
H -3.408 -3.436 -0.937
H -4.726 -2.847 -1.941
H -2.405 -0.336 -2.113
C -2.127 2.103 -1.015
N -1.071 2.400 -0.054
C -0.214 3.505 -0.427
C 0.808 3.177 -1.529
H 0.293 3.030 -2.480
H 1.493 4.018 -1.634
C 1.606 1.905 -1.224
N 2.595 2.132 -0.192
C 3.618 1.304 0.148
C 4.267 1.876 1.224
C 3.553 3.055 1.465
N 2.557 3.195 0.615
H 3.727 3.798 2.216
H 5.118 1.490 1.742
N 3.891 0.140 -0.560
C 4.837 -0.779 -0.213
O 5.531 -0.696 0.775
C 4.934 -1.948 -1.180
H 5.979 -2.256 -1.218
C 4.107 -3.155 -0.703
H 4.369 -4.020 -1.323
H 4.345 -3.390 0.338
O 2.721 -2.977 -0.895
C 1.909 -2.572 0.131
C 2.335 -2.066 1.353
C 1.397 -1.670 2.293
C 0.043 -1.774 2.035
C -0.382 -2.279 0.816
C 0.541 -2.676 -0.129
H 0.231 -3.070 -1.084
H -1.437 -2.355 0.599
H -0.678 -1.461 2.773
H 1.740 -1.272 3.236
H 3.382 -1.959 1.587
H 4.604 -1.666 -2.180
H 3.315 -0.046 -1.367
C 0.658 0.774 -0.802
C -0.267 1.256 0.320
H -0.927 0.444 0.627
H 0.339 1.549 1.182
H 1.218 -0.092 -0.449
H 0.064 0.462 -1.662
H 2.152 1.614 -2.138
H -0.839 4.340 -0.752
H 0.337 3.808 0.467
H -2.729 3.013 -1.112
H -1.739 1.854 -2.016
C -3.796 2.386 1.388
H -2.781 2.731 1.576
H -4.308 3.156 0.811
H -4.319 2.262 2.332
H -5.117 0.108 1.938
H -4.709 -3.200 1.100
H -6.061 -2.665 0.110
H -5.890 -2.065 1.763
*
```

=====

CH5NOS | the ωB97M-V functional and the def2-TZVPD basis

orbital gap (spin up / spin down) = 7.17 / 1.67 eV
LUMO energy (spin up / spin down) = -5.33 / -10.83 eV
max |F| = 3.91 eV/A

```
! wB97M-V def2-TZVPD RIJCOSX def2/J DEFGRID3
* xyz 1 2
S -0.266 -2.529 -1.974
H -0.407 -3.191 -3.059
H -0.994 -3.257 -1.024
C 0.629 2.014 1.423
N -0.526 2.619 0.977
O 0.742 1.000 2.158
H 1.570 2.646 1.104
H -1.462 2.217 1.048
H -0.488 3.621 0.876
*
```

=====

C6H15N3 | the ωB97M-V functional and the def2-TZVPD basis

structure (SMILES) = [H]/N=C(\N)[C@H](C)N.C=CC
orbital gap = 8.03 eV
LUMO energy = 0.87 eV
max |F| = 2.04 eV/A

```
! wB97M-V def2-TZVPD RIJCOSX def2/J DEFGRID3
* xyz 0 1
C -2.012 0.258 0.672
C -2.222 0.703 -0.777
N -1.819 1.447 1.521
C -0.788 -0.651 0.769
N -0.769 -1.885 0.577
H -2.865 -0.360 0.975
H -2.539 2.137 1.337
H -1.889 1.198 2.503
H -3.139 1.288 -0.876
H -1.390 1.324 -1.115
H -2.289 -0.170 -1.424
C 1.538 -0.300 -0.820
C 1.432 -1.696 -1.001
C 2.847 0.338 -0.437
N 0.462 0.111 0.828
H 0.936 0.318 -1.479
H 1.102 -0.258 1.517
H 0.304 1.107 0.963
H 0.299 -2.079 -0.053
H 3.390 -0.285 0.278
H 0.933 -2.036 -1.901
H 2.298 -2.289 -0.720
H 2.710 1.333 -0.008
H 3.469 0.447 -1.328
*
```

=====

C44H73N10O2PRuS | the ωB97M-V functional and the def2-TZVPD basis

orbital gap (spin up / spin down) = 6.53 / 6.69 eV
LUMO energy (spin up / spin down) = -2.08 / -2.85 eV
max |F| = 1.23 eV/A

```
! wB97M-V def2-TZVPD RIJCOSX def2/J DEFGRID3
* xyz 1 6
Ru -0.763 0.922 -0.998
C -1.095 -3.426 -2.982
C -1.384 -2.269 -2.048
N -0.718 -1.129 -2.137
N 0.259 -1.150 -3.101
C 0.656 -0.007 -3.594
N 1.656 -0.084 -4.517
S 0.065 1.597 -3.236
C -2.497 -2.453 -1.150
C -3.343 -3.576 -1.260
C -4.520 -3.693 -0.570
C -4.941 -2.617 0.277
C -4.126 -1.572 0.454
N -2.863 -1.480 -0.177
H -1.857 -3.482 -3.764
H -1.082 -4.377 -2.449
H -0.139 -3.278 -3.459
H 1.849 -0.990 -4.912
H 1.801 0.719 -5.097
H -3.065 -4.360 -1.949
H -5.127 -4.584 -0.668
H -5.898 -2.640 0.784
H -4.360 -0.753 1.123
C 2.303 3.560 1.872
N 1.401 3.453 0.723
C 2.024 3.192 -0.577
C 0.071 3.397 0.844
N -0.691 2.971 -0.166
C -1.825 3.775 -0.488
C -1.835 5.152 -0.250
C -2.908 5.956 -0.604
C -3.989 5.389 -1.258
C -3.969 4.034 -1.549
C -2.911 3.201 -1.159
N -2.860 1.834 -1.523
C -3.990 1.182 -1.709
N -5.052 1.268 -0.852
C -4.875 1.801 0.491
C -6.432 1.306 -1.332
N -4.139 0.378 -2.781
C -3.233 0.488 -3.924
C -4.980 -0.813 -2.788
N -0.465 3.774 2.051
C -1.781 3.281 2.443
C -0.101 5.038 2.691
H 1.793 3.264 2.784
H 3.153 2.897 1.720
H 2.686 4.573 1.988
H 1.926 2.150 -0.853
H 1.556 3.779 -1.362
H 3.080 3.454 -0.512
H -0.958 5.613 0.196
H -2.884 7.019 -0.398
H -4.830 6.000 -1.566
H -4.783 3.597 -2.122
H -3.865 1.598 0.839
H -5.593 1.313 1.155
H -5.046 2.878 0.530
H -6.467 1.191 -2.411
H -6.874 2.273 -1.080
H -7.036 0.523 -0.870
H -2.830 1.489 -3.990
H -3.798 0.259 -4.831
H -2.399 -0.208 -3.840
H -5.424 -0.981 -1.811
H -4.368 -1.682 -3.038
H -5.773 -0.730 -3.535
H -1.934 2.283 2.048
H -2.586 3.935 2.094
H -1.813 3.238 3.533
H 0.733 5.511 2.180
H 0.163 4.889 3.740
H -0.953 5.722 2.644
C -1.379 -2.094 1.711
C -1.887 -1.053 0.790
O -1.679 0.120 0.918
H -2.147 -2.253 2.473
H -0.465 -1.758 2.186
H -1.229 -3.037 1.183
O 1.157 -0.660 0.012
P 2.276 -1.379 0.725
C 3.881 -1.117 -0.078
C 3.743 -1.359 -1.620
C 4.009 -0.094 -2.433
C 5.390 0.506 -2.141
C 5.726 0.492 -0.630
C 4.477 0.270 0.224
C 1.994 -3.161 0.754
C 1.869 -3.774 -0.648
C 1.188 -5.151 -0.540
C 1.523 -5.860 0.788
C 2.925 -5.474 1.258
C 2.983 -3.973 1.615
C 2.366 -0.882 2.490
C 1.982 0.608 2.621
C 1.912 1.076 4.088
C 2.853 0.279 5.008
C 4.096 -0.149 4.233
C 3.701 -1.227 3.216
H 4.556 -1.872 0.340
H 2.746 -1.719 -1.874
H 4.454 -2.133 -1.924
H 3.221 0.632 -2.228
H 3.927 -0.332 -3.493
H 5.425 1.527 -2.528
H 6.149 -0.059 -2.688
H 6.212 1.424 -0.335
H 6.435 -0.312 -0.409
H 3.733 1.041 0.004
H 4.739 0.353 1.281
H 1.000 -3.217 1.216
H 2.869 -3.883 -1.081
H 1.299 -3.116 -1.314
H 1.511 -5.774 -1.378
H 0.104 -5.037 -0.627
H 1.444 -6.940 0.663
H 0.800 -5.584 1.564
H 3.641 -5.705 0.462
H 3.220 -6.064 2.127
H 4.007 -3.611 1.478
H 2.737 -3.847 2.671
H 1.561 -1.463 2.950
H 1.030 0.778 2.119
H 2.719 1.207 2.088
H 0.885 1.024 4.460
H 2.205 2.128 4.124
H 2.349 -0.621 5.382
H 3.116 0.879 5.881
H 4.856 -0.550 4.905
H 4.540 0.721 3.735
H 3.581 -2.163 3.761
H 4.517 -1.389 2.507
*
```

=====

C39H88B2ClN10O14 | the ωB97M-V functional and the def2-TZVPD basis

orbital gap = 6.98 eV
LUMO energy = -3.13 eV
max |F| = 9.25 eV/A

```
! wB97M-V def2-TZVPD RIJCOSX def2/J DEFGRID3
* xyz 1 1
C -4.200 2.322 1.526
B -4.683 2.766 0.028
O -5.818 3.754 -0.034
C -4.059 2.183 -1.417
Cl -4.423 3.631 -2.586
C -2.437 2.079 -1.465
C -1.646 3.215 -0.525
C -0.161 3.437 -1.265
C 0.947 2.302 -0.856
O 2.276 2.822 -0.498
C 3.246 1.702 -0.273
C 2.817 0.105 -0.237
O 4.574 1.950 -0.101
O -1.845 0.761 -1.243
C -2.715 -0.160 -0.518
C -4.155 -0.374 -1.342
B -5.071 -1.256 -0.243
O -6.545 -1.293 -0.225
N -4.339 -2.124 0.773
C -4.584 -1.688 2.199
C -4.601 -3.603 0.564
N -4.816 0.901 -1.793
C -5.367 0.904 -3.207
C -6.034 -0.494 -3.736
C -5.120 -1.383 -4.761
O -3.686 -1.094 -4.773
H -4.993 1.561 1.943
H -4.300 3.291 2.216
H -3.087 1.977 1.627
H -6.511 3.366 0.597
H -2.123 2.383 -2.578
H -1.396 2.827 0.549
H -2.156 4.272 -0.562
H -0.243 3.479 -2.435
H 0.218 4.507 -0.914
H 0.492 1.631 -0.006
H 1.050 1.586 -1.806
H 1.987 -0.024 0.611
H 2.250 -0.179 -1.249
H 3.701 -0.626 -0.009
H -2.864 0.058 0.621
H -2.189 -1.232 -0.570
H -3.873 -1.138 -2.180
H -6.926 -0.809 0.566
H -4.552 -0.530 2.364
H -5.559 -2.122 2.683
H -3.679 -2.131 2.840
H -4.442 -3.813 -0.598
H -5.708 -3.923 0.795
H -3.787 -4.250 1.115
H -5.693 0.972 -1.187
H -4.581 1.226 -4.033
H -6.296 1.657 -3.171
H -6.423 -1.218 -2.902
H -7.009 -0.202 -4.365
H -5.515 -1.178 -5.869
H -5.249 -2.560 -4.616
H -3.167 -1.733 -4.168
C -8.460 -3.516 -0.931
C -8.687 -4.878 -0.338
O -7.800 -5.728 -0.297
N -9.921 -5.164 0.166
C -11.087 -4.314 0.214
H -7.429 -3.442 -1.290
H -9.132 -3.360 -1.779
H -8.618 -2.745 -0.172
H -9.992 -6.100 0.547
H -11.382 -4.202 1.261
H -11.892 -4.811 -0.333
H -10.904 -3.330 -0.220
C 6.660 2.096 -4.772
C 5.180 2.360 -4.801
O 4.460 1.939 -5.704
N 4.636 3.090 -3.786
C 5.302 3.669 -2.643
H 6.941 1.503 -5.647
H 7.209 3.040 -4.805
H 6.923 1.532 -3.874
H 3.636 3.223 -3.879
H 4.848 3.252 -1.741
H 5.133 4.748 -2.664
H 6.374 3.468 -2.639
C -8.940 -4.870 3.840
C -10.420 -4.606 3.811
O -11.140 -5.027 2.908
N -10.964 -3.876 4.826
C -10.298 -3.297 5.969
H -8.659 -5.463 2.965
H -8.391 -3.925 3.807
H -8.677 -5.434 4.738
H -11.964 -3.743 4.733
H -10.752 -3.714 6.872
H -10.467 -2.218 5.948
H -9.226 -3.498 5.973
C 9.654 -0.115 1.274
C 8.236 -0.590 1.428
O 7.960 -1.653 1.979
N 7.236 0.196 0.935
C 7.348 1.467 0.260
H 10.334 -0.849 1.717
H 9.901 -0.011 0.215
H 9.789 0.837 1.794
H 6.312 -0.194 1.078
H 6.785 2.206 0.836
H 6.897 1.365 -0.730
H 8.383 1.796 0.158
C 5.516 -3.444 3.731
C 4.337 -4.182 3.161
O 3.200 -3.717 3.189
N 4.554 -5.406 2.598
C 5.801 -6.122 2.466
H 5.182 -2.487 4.143
H 5.969 -4.027 4.538
H 6.249 -3.245 2.946
H 3.711 -5.836 2.238
H 5.975 -6.304 1.403
H 5.697 -7.080 2.982
H 6.644 -5.572 2.885
C 0.617 4.000 2.737
C -0.386 3.102 3.405
O -1.412 2.733 2.837
N -0.135 2.693 4.682
C 0.999 3.011 5.517
H 0.276 4.238 1.725
H 0.716 4.934 3.297
H 1.584 3.494 2.665
H -0.858 2.092 5.059
H 1.488 2.074 5.793
H 0.627 3.501 6.420
H 1.716 3.663 5.016
C 2.019 5.606 -5.205
C 1.982 6.331 -3.889
O 2.929 6.313 -3.106
N 0.853 7.026 -3.569
C -0.358 7.171 -4.341
H 2.983 5.100 -5.315
H 1.229 4.852 -5.240
H 1.907 6.316 -6.028
H 0.907 7.485 -2.667
H -0.516 8.237 -4.525
H -1.188 6.784 -3.744
H -0.313 6.639 -5.292
C 13.511 -1.519 -1.328
C 13.079 -1.193 0.074
O 12.432 -0.182 0.340
N 13.424 -2.057 1.071
C 14.173 -3.287 0.971
H 13.162 -0.737 -2.008
H 14.602 -1.562 -1.384
H 13.075 -2.470 -1.643
H 13.095 -1.767 1.985
H 13.544 -4.098 1.347
H 15.058 -3.197 1.605
H 14.478 -3.508 -0.053
*
```

=====

Question: What is the max |F| in the sixth record?
Answer: 3.91 eV/A

=====

Question: Which of these has the highest max |F|?
Answer: C39H88B2ClN10O14